# 1
95
Properties=species:S:1:pos:R:3:forces:R:3 method="wB97M-V/def2-TZVPD" energy_ha=-1730.9887 gap_ev=9.660 smiles=CCCCBOCC.c1ccccc1.c1ccccc1.c1ccccc1.c1ccccc1.c1ccccc1.c1ccccc1 lumo_ev=0.46 molar_mass_g_mol=582.68 total_charge=0
C 1.156 4.606 -6.251 0.3 -1.0 -0.8
C 0.602 5.676 -7.365 0.1 0.3 -0.2
C 0.043 7.089 -6.749 0.3 0.3 -0.1
C -0.558 6.997 -5.227 -0.2 0.7 -0.2
B -1.992 6.155 -5.115 2.1 -0.9 -3.1
O -2.447 5.401 -6.317 -1.0 1.9 3.7
C -3.925 5.261 -6.190 -0.9 0.4 -1.4
C -4.592 5.529 -7.675 0.1 -0.9 0.4
H 2.204 4.897 -5.780 -2.3 -0.3 -0.9
H 1.354 3.587 -6.836 -0.4 2.1 1.3
H 0.394 4.343 -5.401 1.4 0.7 -1.7
H 1.514 5.958 -8.082 -2.0 -0.8 1.5
H -0.267 5.211 -8.038 2.0 0.8 1.7
H 0.926 7.884 -6.786 -1.9 -1.6 0.2
H -0.815 7.487 -7.470 1.8 -0.8 1.6
H 0.239 6.647 -4.412 -1.6 0.7 -1.8
H -0.835 8.114 -4.912 0.6 -2.2 -0.5
H -2.590 6.142 -4.095 -0.4 0.0 0.0
H -4.287 6.106 -5.465 0.3 -2.0 -1.2
H -4.234 4.177 -5.874 0.7 2.2 -0.2
H -4.638 4.492 -8.239 0.1 2.2 1.0
H -5.701 5.911 -7.540 2.4 -0.6 -0.4
H -3.906 6.247 -8.293 -1.5 -1.2 1.3
C 2.725 1.899 -2.722 -0.1 -0.1 -0.2
C 1.424 2.281 -3.047 0.1 -0.1 -0.1
C 0.597 1.410 -3.755 0.1 -0.1 0.0
C 1.072 0.156 -4.141 0.1 0.1 0.1
C 2.376 -0.222 -3.824 0.0 0.1 0.1
C 3.202 0.648 -3.113 -0.2 0.1 0.0
H 3.367 2.575 -2.164 -0.1 -0.1 -0.1
H 1.054 3.259 -2.748 0.0 -0.1 0.0
H -0.418 1.707 -4.005 0.1 0.0 0.0
H 0.427 -0.524 -4.690 0.1 0.1 0.1
H 2.749 -1.197 -4.130 -0.1 0.2 0.1
H 4.218 0.351 -2.864 -0.2 0.0 0.0
C 1.398 -0.326 0.973 0.1 0.2 0.1
C 2.045 -0.590 2.180 0.0 0.1 -0.1
C 2.843 0.388 2.773 -0.1 0.1 -0.1
C 2.997 1.630 2.157 0.0 -0.2 -0.1
C 2.357 1.891 0.945 0.0 -0.3 0.0
C 1.556 0.914 0.354 0.0 -0.1 0.1
H 0.771 -1.086 0.514 0.1 0.1 0.0
H 1.928 -1.559 2.659 0.0 0.1 -0.1
H 3.344 0.183 3.715 -0.1 0.0 -0.1
H 3.616 2.394 2.620 -0.1 -0.1 -0.1
H 2.481 2.857 0.462 0.0 -0.1 0.1
H 1.056 1.119 -0.589 0.1 -0.1 0.2
C 0.021 3.626 2.925 -0.1 0.1 0.1
C -0.130 3.514 4.307 -0.1 0.1 -0.1
C -0.955 4.404 4.994 0.0 0.0 -0.2
C -1.626 5.410 4.299 0.1 -0.1 -0.1
C -1.468 5.528 2.918 0.1 -0.1 0.1
C -0.646 4.635 2.231 0.0 0.0 0.2
H 0.659 2.928 2.390 -0.2 0.1 0.1
H 0.395 2.731 4.849 -0.1 0.1 -0.1
H -1.075 4.314 6.070 0.0 0.0 -0.2
H -2.271 6.102 4.833 0.1 -0.1 -0.1
H -1.987 6.316 2.377 0.1 -0.1 0.1
H -0.525 4.726 1.155 0.0 0.0 0.1
C 1.098 -6.470 1.130 0.2 0.1 0.1
C 1.745 -6.734 2.337 0.0 0.1 -0.1
C 2.543 -5.756 2.930 0.0 0.1 -0.1
C 2.697 -4.513 2.314 -0.1 -0.2 0.0
C 2.057 -4.252 1.103 -0.1 -0.1 0.0
C 1.256 -5.229 0.511 0.1 0.0 0.1
H 0.471 -7.230 0.672 0.1 0.1 0.1
H 1.628 -7.703 2.816 0.0 0.2 -0.1
H 3.044 -5.961 3.872 -0.1 0.0 -0.1
H 3.316 -3.750 2.777 0.0 -0.1 -0.1
H 2.181 -3.286 0.619 0.0 -0.1 0.1
H 0.756 -5.025 -0.431 0.1 0.0 0.1
C -0.102 -8.595 5.985 0.1 0.2 0.1
C 0.545 -8.859 7.192 0.0 0.1 0.0
C 1.343 -7.881 7.785 -0.1 0.0 -0.2
C 1.497 -6.639 7.169 -0.1 -0.2 -0.1
C 0.857 -6.378 5.958 0.0 -0.1 0.1
C 0.056 -7.355 5.366 0.1 -0.1 0.2
H -0.729 -9.355 5.527 0.1 0.1 0.1
H 0.428 -9.828 7.671 0.0 0.2 -0.1
H 1.844 -8.086 8.727 -0.1 0.0 -0.1
H 2.116 -5.876 7.632 -0.1 -0.1 -0.1
H 0.981 -5.412 5.474 0.0 -0.2 0.1
H -0.444 -7.150 4.424 0.1 0.0 0.1
C -1.924 -4.802 2.405 -0.2 0.0 0.0
C -2.076 -3.447 2.111 -0.1 -0.1 0.0
C -3.352 -2.893 2.015 0.0 -0.2 0.0
C -4.477 -3.695 2.208 0.2 -0.1 0.0
C -4.325 -5.052 2.492 0.1 0.1 0.0
C -3.049 -5.605 2.592 0.0 0.2 0.0
H -0.930 -5.233 2.486 -0.1 0.1 0.0
H -1.199 -2.823 1.958 -0.1 -0.1 0.0
H -3.470 -1.836 1.789 0.0 -0.1 0.0
H -5.471 -3.262 2.135 0.1 -0.1 0.0
H -5.202 -5.678 2.636 0.1 0.1 0.0
H -2.931 -6.662 2.816 0.0 0.1 0.0



# 2
109
Properties=species:S:1:pos:R:3:forces:R:3 method="wB97M-V/def2-TZVPD" energy_ha=-2504.1426 e_above_lowest_kcal_mol=0.0 gap_ev=7.667 lumo_ev=-4.41 molar_mass_g_mol=906.87 total_charge=+2
La 0.077 -0.192 0.032 0.2 -0.6 0.0
C -1.177 -0.913 3.358 0.0 0.0 0.1
N -0.897 0.309 2.599 0.0 0.1 -0.2
C -2.055 1.218 2.767 0.0 0.0 0.0
C 0.296 1.047 2.993 0.0 -0.1 0.1
C 0.854 0.926 4.264 0.0 0.0 -0.1
C 1.922 1.721 4.643 0.0 0.0 0.0
C 2.430 2.661 3.750 0.0 0.0 0.1
C 1.889 2.782 2.484 -0.1 0.0 0.0
C 0.814 1.982 2.073 0.0 0.1 -0.1
N 0.324 1.985 0.759 0.1 0.4 0.4
C -0.042 3.136 0.087 0.0 0.0 -0.1
C -0.318 4.362 0.702 0.0 0.0 -0.1
C -0.820 5.424 -0.036 0.0 0.0 0.0
C -1.061 5.295 -1.395 0.0 0.0 0.0
C -0.779 4.088 -2.023 0.0 0.0 0.1
C -0.274 3.020 -1.299 -0.1 0.2 0.0
N 0.049 1.749 -1.945 0.0 -0.1 0.1
C 1.363 1.904 -2.597 0.0 0.1 -0.1
C -0.926 1.340 -2.973 0.0 0.0 -0.1
H -1.411 -0.718 4.410 0.0 0.0 0.0
H -2.056 -1.390 2.920 0.0 0.0 0.0
H -0.339 -1.606 3.319 0.0 0.0 0.0
H -2.156 1.490 3.822 0.0 0.0 0.0
H -1.893 2.121 2.184 0.0 0.0 0.0
H -2.965 0.724 2.433 0.0 0.0 0.0
H 0.440 0.220 4.971 0.0 0.0 0.0
H 2.345 1.624 5.632 0.0 0.0 0.0
H 3.256 3.295 4.043 0.0 0.0 0.0
H 2.287 3.511 1.787 0.0 0.0 0.0
H -0.158 4.475 1.767 0.0 0.0 0.0
H -1.031 6.359 0.465 0.0 0.0 0.0
H -1.456 6.124 -1.964 0.0 0.0 0.0
H -0.964 3.982 -3.085 0.0 0.0 0.0
H 1.349 2.738 -3.305 0.0 0.0 0.0
H 2.129 2.104 -1.847 0.0 0.0 0.0
H 1.601 1.000 -3.157 0.0 0.0 0.0
H -0.897 1.966 -3.869 0.0 0.0 0.0
H -0.687 0.323 -3.309 0.0 0.0 0.0
H -1.933 1.354 -2.565 0.0 0.0 0.0
C 3.129 -0.540 2.003 0.0 0.1 0.0
C 2.285 -1.781 2.370 0.0 -0.1 0.1
N 1.489 -2.313 1.241 0.0 0.2 -0.1
C 2.342 -3.112 0.327 0.1 -0.1 0.2
C 2.031 -2.951 -1.147 0.0 0.0 -0.2
N 1.935 -1.546 -1.597 0.0 0.1 0.1
C 3.240 -0.853 -1.686 0.0 0.0 -0.1
C 3.833 -0.438 -0.346 0.1 0.1 0.1
N 2.842 0.013 0.661 0.0 -0.1 -0.1
H 4.192 -0.775 2.086 0.0 0.0 0.0
H 2.930 0.238 2.738 0.0 0.0 0.0
H 1.596 -1.513 3.168 0.0 0.0 0.0
H 2.934 -2.562 2.779 0.0 0.0 0.0
H 0.796 -2.940 1.635 0.0 0.0 0.0
H 2.269 -4.175 0.574 0.0 0.0 0.0
H 3.378 -2.853 0.525 0.0 0.0 0.0
H 1.082 -3.433 -1.375 0.0 0.0 0.0
H 2.804 -3.487 -1.712 0.0 0.0 0.0
H 1.576 -1.572 -2.547 0.0 0.0 0.0
H 3.089 0.029 -2.299 0.0 0.0 0.0
H 3.973 -1.472 -2.216 0.0 0.0 0.0
H 4.572 0.346 -0.533 0.0 0.0 0.0
H 4.405 -1.257 0.083 0.0 0.0 0.0
H 2.890 1.022 0.743 0.0 0.0 0.0
C -5.209 2.872 -0.765 0.0 -0.1 0.2
N -4.342 1.753 -0.361 0.0 -0.1 -0.2
C -3.022 1.769 -0.243 0.1 0.1 0.3
N -2.550 0.525 -0.177 0.0 0.0 -0.2
C -3.683 -0.226 -0.306 0.0 0.0 0.0
N -4.780 0.476 -0.430 -0.1 0.0 0.1
C -4.883 3.242 -2.191 0.0 0.0 -0.1
C -4.633 4.547 -2.591 0.0 0.0 0.0
C -4.215 4.810 -3.893 0.0 0.0 0.0
C -3.995 3.776 -4.788 0.0 0.0 0.0
C -4.251 2.470 -4.385 0.0 0.0 -0.1
C -4.725 2.213 -3.106 0.0 0.0 0.0
C -3.884 1.288 -5.172 -0.2 -0.1 0.2
N -2.824 1.059 -5.860 0.2 -0.3 0.0
N -2.790 -0.332 -6.074 0.0 0.4 -0.1
C -3.843 -0.803 -5.515 -0.1 0.0 0.3
O -4.603 0.159 -4.930 0.2 0.1 -0.2
C -4.193 -2.181 -5.152 0.0 0.0 0.0
C -5.512 -2.613 -5.055 0.0 0.0 0.0
C -5.785 -3.841 -4.478 0.0 0.0 0.0
C -4.762 -4.602 -3.928 0.0 0.0 0.0
C -3.445 -4.170 -4.017 -0.1 0.1 -0.1
C -2.337 -4.873 -3.286 0.2 -0.1 0.1
N -1.940 -4.099 -2.090 0.0 0.1 0.1
C -1.361 -2.905 -2.030 0.1 0.0 0.0
N -1.235 -2.512 -0.765 -0.3 0.0 -0.2
C -1.812 -3.544 -0.083 0.1 -0.1 0.1
N -2.237 -4.519 -0.846 -0.1 0.0 -0.1
C -3.165 -2.984 -4.682 0.0 0.0 0.0
H -5.048 3.703 -0.079 0.0 0.0 0.0
H -6.227 2.507 -0.633 0.0 0.1 -0.1
H -2.445 2.680 -0.204 0.0 0.0 0.0
H -3.693 -1.304 -0.303 0.0 0.0 0.0
H -4.748 5.363 -1.887 0.0 0.0 0.0
H -4.035 5.832 -4.198 0.0 0.0 0.0
H -3.629 3.976 -5.786 0.0 0.0 0.0
H -4.918 1.192 -2.806 0.0 0.0 0.0
H -6.318 -1.990 -5.419 0.0 0.0 0.0
H -6.807 -4.189 -4.422 0.0 0.0 0.0
H -4.995 -5.527 -3.415 0.0 0.0 0.0
H -1.444 -4.991 -3.901 0.0 0.0 0.0
H -2.627 -5.850 -2.909 0.0 0.0 0.0
H -1.044 -2.359 -2.904 0.0 0.0 0.0
H -1.912 -3.583 0.990 0.0 0.0 0.0
H -2.146 -2.636 -4.802 0.0 0.0 0.0



# 3
101
Properties=species:S:1:pos:R:3:forces:R:3 method="wB97M-V/def2-TZVPD" energy_ha=-4030.8122 e_above_lowest_kcal_mol=0.0 gap_ev="5.950 / 5.691" lumo_ev="-3.91 / -4.21" spin_multiplicity=3 molar_mass_g_mol=932.03 total_charge=+1
W 0.191 -0.439 0.487 -0.4 -0.6 0.1
C 1.355 2.624 5.439 0.0 0.0 0.0
C 0.517 1.474 4.864 0.0 0.0 0.0
C -0.806 1.342 5.609 0.0 0.0 0.0
C 0.349 1.670 3.376 0.0 0.0 0.0
C 1.417 1.426 2.519 0.0 -0.1 0.0
C 1.389 1.706 1.144 0.1 0.2 0.0
C 2.792 1.921 0.547 0.0 0.0 0.0
C 2.999 1.832 -0.960 0.0 0.0 0.0
C 3.324 3.267 1.061 0.0 0.0 0.0
C 0.143 2.108 0.565 0.1 0.2 0.0
C -0.941 2.415 1.448 0.0 -0.1 0.0
C -0.810 2.173 2.812 0.0 0.0 0.0
C -2.170 3.198 1.013 0.0 0.1 0.0
C -3.487 2.637 1.559 0.0 0.0 0.0
C -2.033 4.652 1.491 0.0 0.0 0.0
C 0.119 2.681 -0.831 0.0 0.0 0.0
C 0.392 4.047 -0.900 0.0 0.0 0.0
C 0.412 4.731 -2.100 0.0 0.0 0.0
C 0.144 4.044 -3.273 0.0 0.0 0.0
C -0.130 2.689 -3.223 0.0 0.0 0.0
C -0.139 1.976 -2.018 0.0 0.0 0.0
P -0.568 0.187 -1.963 0.1 0.1 0.0
C -2.408 0.167 -2.396 0.0 0.0 0.0
C -3.046 1.311 -1.604 0.0 0.0 0.0
C -2.697 0.444 -3.875 0.0 0.0 0.0
C -3.072 -1.165 -2.012 0.0 0.0 0.0
C 0.386 -0.792 -3.302 0.0 0.0 0.0
C 0.649 -0.012 -4.595 0.0 0.0 0.0
C -0.396 -2.063 -3.664 -0.1 0.0 0.0
C 1.751 -1.245 -2.777 0.0 0.0 0.0
H 1.514 2.478 6.507 0.0 0.0 0.0
H 0.840 3.577 5.300 0.0 0.0 0.0
H 2.332 2.694 4.958 0.0 0.0 0.0
H 1.082 0.547 4.997 0.0 0.0 0.0
H -1.339 2.294 5.643 0.0 0.0 0.0
H -0.621 1.040 6.640 0.0 0.0 0.0
H -1.454 0.594 5.149 0.0 0.0 0.0
H 2.359 1.086 2.940 0.0 0.0 0.0
H 3.413 1.146 1.002 0.0 0.0 0.0
H 2.667 2.728 -1.482 0.0 0.0 0.0
H 2.484 0.977 -1.386 0.0 0.0 0.0
H 4.065 1.710 -1.159 0.0 0.0 0.0
H 2.757 4.099 0.641 0.0 0.0 0.0
H 4.363 3.388 0.755 0.0 0.0 0.0
H 3.277 3.336 2.148 0.0 0.0 0.0
H -1.646 2.414 3.454 0.0 0.0 0.0
H -2.209 3.213 -0.075 0.0 0.0 0.0
H -3.584 2.832 2.628 0.0 0.0 0.0
H -3.590 1.563 1.414 0.0 0.1 0.0
H -4.325 3.133 1.067 0.0 0.0 0.0
H -2.004 4.694 2.582 0.0 0.0 0.0
H -2.896 5.229 1.158 0.0 0.0 0.0
H -1.136 5.140 1.113 0.0 0.0 0.0
H 0.609 4.577 0.018 0.0 0.0 0.0
H 0.634 5.790 -2.119 0.0 0.0 0.0
H 0.145 4.557 -4.225 0.0 0.0 0.0
H -0.345 2.186 -4.149 0.0 0.0 0.0
H -2.777 2.278 -2.030 0.0 0.0 0.0
H -2.760 1.317 -0.556 0.0 -0.1 0.0
H -4.132 1.213 -1.651 0.0 0.0 0.0
H -2.281 1.392 -4.213 0.0 0.0 0.0
H -3.782 0.516 -3.984 0.0 0.0 0.0
H -2.360 -0.354 -4.533 0.0 0.1 0.0
H -2.803 -1.522 -1.019 0.0 0.0 -0.1
H -2.848 -1.957 -2.719 0.0 0.0 0.0
H -4.154 -1.016 -2.026 0.0 0.0 0.0
H -0.250 0.385 -5.062 0.0 0.0 0.0
H 1.092 -0.716 -5.303 0.0 0.0 0.0
H 1.368 0.793 -4.447 0.0 0.0 0.0
H -1.251 -1.856 -4.305 0.0 -0.1 0.1
H -0.724 -2.622 -2.790 0.0 0.0 0.0
H 0.280 -2.708 -4.229 0.0 0.0 0.0
H 2.403 -0.414 -2.520 0.0 0.0 0.0
H 2.243 -1.797 -3.581 0.0 0.0 0.0
H 1.660 -1.920 -1.930 0.0 0.0 0.0
S 3.681 -6.871 -0.084 0.0 0.0 -0.1
C 2.904 -5.451 0.001 0.0 0.0 0.2
S 3.683 -3.951 0.438 0.0 0.0 -0.1
C 2.248 -2.960 0.356 0.0 0.0 0.0
C 1.088 -3.568 0.037 0.0 0.0 0.0
S -0.405 -2.720 -0.105 0.0 0.2 -0.1
S 1.183 -5.283 -0.258 0.0 0.0 -0.1
S 2.311 -1.247 0.622 0.1 0.0 0.0
C -4.921 -1.412 2.801 0.0 0.0 0.0
C -4.380 -0.908 1.600 0.0 -0.1 0.0
C -3.028 -0.762 1.480 0.0 -0.1 0.0
C -2.137 -1.122 2.513 0.0 0.0 0.0
C -0.726 -0.990 2.343 0.1 0.1 0.0
C 0.078 -1.434 3.374 0.0 0.0 0.0
C -0.460 -1.978 4.562 0.0 0.0 0.0
C -1.809 -2.081 4.733 0.0 0.0 0.0
C -2.684 -1.654 3.705 0.0 0.0 0.0
C -4.091 -1.772 3.825 0.0 0.0 0.0
H -5.992 -1.518 2.905 0.0 0.0 0.0
H -5.036 -0.635 0.783 0.0 0.0 0.0
H -2.610 -0.363 0.562 0.0 0.1 0.0
H 1.157 -1.388 3.290 0.0 0.0 0.0
H 0.216 -2.317 5.337 0.0 0.0 0.0
H -2.225 -2.497 5.642 0.0 0.0 0.0
H -4.500 -2.168 4.746 0.0 0.0 0.0



# 4
102
Properties=species:S:1:pos:R:3:forces:R:3 method="wB97M-V/def2-TZVPD" energy_ha=-4805.1951 e_above_lowest_kcal_mol=16.0 gap_ev=6.058 lumo_ev=2.18 molar_mass_g_mol=825.79 total_charge=-1
Ag 1.646 1.384 2.076 -0.2 -0.2 0.3
C -3.446 -4.220 2.883 0.0 0.0 0.0
C -2.202 -4.747 2.165 0.0 0.0 0.0
C -1.749 -6.032 2.876 0.0 0.0 0.0
C -2.596 -5.086 0.720 0.0 0.0 0.0
C -1.073 -3.716 2.167 0.0 0.0 0.0
C -1.180 -2.464 2.750 0.1 0.0 0.0
C -0.147 -1.539 2.674 0.1 0.1 0.0
Se -0.455 0.185 3.457 -0.1 0.0 0.1
C -1.471 1.007 2.031 -0.1 0.1 0.0
C -2.523 0.332 1.437 0.1 0.0 0.0
C -3.218 0.897 0.376 0.0 0.0 0.0
C -2.796 2.161 -0.040 0.1 0.1 -0.1
C -1.744 2.877 0.521 -0.1 0.0 0.0
C -1.053 2.320 1.651 0.2 -0.1 -0.2
O -0.070 2.896 2.259 -0.2 0.1 -0.1
C -1.368 4.215 -0.156 0.0 -0.1 0.0
C -0.996 3.942 -1.627 0.0 0.0 0.0
C -0.175 4.957 0.463 0.0 0.0 0.0
C -2.574 5.167 -0.114 0.0 0.0 0.0
C -4.367 0.187 -0.342 0.0 0.0 0.0
C -4.673 -1.170 0.297 0.0 0.0 0.0
C -3.996 -0.055 -1.813 0.0 0.0 0.0
C -5.641 1.041 -0.282 0.0 0.0 0.0
C 1.108 -1.810 2.042 0.0 0.0 0.0
O 2.047 -0.920 1.945 0.0 0.0 -0.1
C 1.244 -3.143 1.519 0.0 -0.1 0.0
C 0.153 -4.004 1.571 0.1 0.0 0.0
C 2.516 -3.715 0.848 0.0 0.0 0.0
C 2.921 -5.031 1.540 0.0 0.0 0.1
C 3.756 -2.814 0.903 0.0 0.0 -0.1
C 2.223 -3.988 -0.639 0.0 0.0 0.0
H -4.234 -4.979 2.861 0.0 0.0 0.0
H -3.833 -3.317 2.400 0.0 -0.1 0.0
H -3.232 -3.984 3.929 0.0 0.0 -0.1
H -2.564 -6.765 2.908 0.1 0.0 0.0
H -1.443 -5.807 3.901 0.0 0.0 0.0
H -0.899 -6.491 2.365 0.0 0.0 0.0
H -3.401 -5.830 0.702 0.1 0.0 0.0
H -1.747 -5.488 0.161 0.0 0.0 0.0
H -2.942 -4.187 0.203 0.0 -0.1 0.0
H -2.082 -2.172 3.272 0.0 0.0 0.0
H -2.765 -0.660 1.793 0.0 0.1 0.0
H -3.313 2.610 -0.886 0.0 0.0 0.1
H -0.133 3.270 -1.672 0.0 0.1 0.0
H -0.728 4.880 -2.129 0.0 -0.1 0.1
H -1.818 3.480 -2.181 0.0 0.0 0.0
H 0.734 4.356 0.444 -0.1 0.0 0.0
H -0.362 5.230 1.500 0.0 0.0 0.0
H -0.001 5.870 -0.124 0.0 0.0 0.0
H -3.446 4.747 -0.622 0.0 0.0 0.0
H -2.322 6.118 -0.597 0.0 -0.1 0.0
H -2.853 5.371 0.924 0.0 0.0 -0.1
H -3.815 -1.847 0.223 -0.1 0.1 0.0
H -5.518 -1.638 -0.217 0.0 0.0 0.0
H -4.933 -1.061 1.354 0.0 0.0 -0.1
H -3.095 -0.671 -1.877 0.0 0.0 0.0
H -3.796 0.888 -2.330 0.0 -0.1 0.0
H -4.808 -0.570 -2.341 0.1 0.0 0.0
H -5.915 1.238 0.758 0.0 0.0 -0.1
H -6.476 0.524 -0.770 0.0 0.0 0.0
H -5.501 2.004 -0.779 0.0 0.0 0.0
H 0.265 -4.983 1.112 0.0 0.0 0.0
H 3.244 -4.829 2.566 0.0 0.0 -0.1
H 3.755 -5.494 1.001 0.0 0.0 0.0
H 2.105 -5.754 1.585 0.0 0.0 0.0
H 3.914 -2.393 1.895 0.0 0.0 0.0
H 3.668 -1.991 0.194 0.0 -0.2 0.1
H 4.632 -3.411 0.620 0.0 0.0 0.0
H 1.431 -4.730 -0.769 0.0 0.0 0.0
H 3.125 -4.358 -1.143 -0.1 0.0 0.0
H 1.907 -3.063 -1.134 0.0 -0.1 0.0
O 2.624 2.680 0.303 0.2 -0.2 0.0
S 4.012 2.109 0.274 0.2 0.1 -0.4
C 4.753 2.681 -1.340 -0.2 0.1 0.1
C 4.056 3.932 -1.780 0.0 0.0 0.0
C 4.449 5.182 -1.308 0.1 0.0 0.0
C 3.733 6.321 -1.648 0.0 0.0 0.0
C 2.610 6.220 -2.460 0.0 0.0 0.0
C 2.210 4.977 -2.931 0.0 0.0 0.0
C 2.929 3.840 -2.592 -0.1 0.0 0.0
C 3.900 0.339 -0.150 -0.1 0.1 0.1
C 2.968 0.029 -1.285 0.0 0.0 0.0
C 3.469 -0.376 -2.521 0.0 0.1 -0.1
C 2.615 -0.660 -3.580 0.0 0.0 0.0
C 1.242 -0.544 -3.412 0.0 0.0 0.0
C 0.730 -0.158 -2.178 0.0 0.0 0.0
C 1.584 0.120 -1.121 0.0 0.0 -0.1
H 4.610 1.878 -2.060 0.0 0.1 0.0
H 5.816 2.831 -1.150 0.0 0.0 0.0
H 5.318 5.260 -0.659 -0.1 0.0 0.0
H 4.043 7.287 -1.267 0.0 0.0 0.0
H 2.039 7.106 -2.709 0.0 0.0 0.0
H 1.320 4.888 -3.544 0.1 0.0 0.0
H 2.596 2.862 -2.929 0.0 0.1 0.0
H 3.568 -0.163 0.770 0.0 0.2 -0.1
H 4.933 0.048 -0.369 -0.1 0.0 0.0
H 4.542 -0.476 -2.654 0.0 0.0 0.0
H 3.025 -0.978 -4.533 0.0 0.0 0.1
H 0.572 -0.769 -4.235 0.0 0.0 0.0
H -0.341 -0.080 -2.027 0.0 0.0 0.0
H 1.167 0.388 -0.163 0.0 0.0 0.1